No. 1
This record from the Open Molecules 2025 dataset describes a structure of composition C15H19AsN11OS3Tc. The level of theory is the ωB97M-V functional and the def2-TZVPD basis.

Atoms and positions in Å:
Tc  0.1070  -0.0267  0.0010
N  -3.1137  -0.3267  2.9353
C  -2.2782  -0.1184  1.9022
S  -0.5676  -0.3831  2.2170
N  -2.8172  0.2680  0.7688
N  -1.8899  0.4120  -0.2154
C  -2.2610  0.8131  -1.3778
C  -1.2473  0.9345  -2.4259
C  -1.5698  1.3667  -3.7020
C  -0.5665  1.4439  -4.6574
C  0.7242  1.0812  -4.3129
C  0.9759  0.6583  -3.0168
N  0.0193  0.5938  -2.0915
H  -2.7371  -0.4544  3.8581
H  -4.0762  -0.0441  2.8427
H  -3.3040  1.0412  -1.5702
H  -2.5906  1.6347  -3.9361
H  -0.7937  1.7808  -5.6596
H  1.5334  1.1223  -5.0275
H  1.9651  0.3552  -2.6934
S  2.5290  -0.5448  -0.1629
C  3.5199  0.6722  0.4850
C  4.5769  1.1169  -0.3681
N  5.4106  1.4439  -1.0917
C  3.3711  1.2765  1.7593
S  2.4297  0.6758  2.9842
C  4.0706  2.5176  1.9788
N  4.5794  3.5242  2.2020
N  0.8896  4.7352  2.4323
N  0.9365  3.7800  1.4427
N  1.6121  3.9673  0.3290
C  1.3704  2.8398  -0.3112
N  0.5867  2.0258  0.4107
N  0.2941  2.6697  1.5353
H  1.6661  5.3664  2.2600
H  0.9920  4.2626  3.3253
H  1.7863  2.6028  -1.2744
C  0.1926  -4.7118  -1.0193
As  -0.0820  -3.3525  0.2928
C  -1.7410  -3.6782  1.1861
C  1.3788  -3.4017  1.5256
O  -0.1656  -1.9097  -0.5956
H  0.2542  -5.6871  -0.5396
H  1.1228  -4.4977  -1.5426
H  -0.6347  -4.6962  -1.7260
H  -1.7765  -4.7155  1.5155
H  -2.5419  -3.4866  0.4730
H  -1.8370  -3.0066  2.0347
H  1.3011  -4.3338  2.0865
H  1.3400  -2.5493  2.1979
H  2.3121  -3.3754  0.9664

Its spin multiplicity is 4. As for the orbital gap (spin up / spin down): 6.68 / 6.14 eV. The energy above the lowest of the compared OMol25 structures with the same formula, charge and spin comes out at 0.247 eV. The net charge is +1. The LUMO energy (spin up / spin down) comes out at -3.7 / -4.6 eV.

These are the natural (NBO) partial charges, in e, on atoms 1 to 8:
1. Tc 0.79
2. N -0.77
3. C 0.30
4. S -0.09
5. N -0.41
6. N -0.20
7. C 0.07
8. C 0.16

***

No. 2
This record from the Open Molecules 2025 dataset describes a cluster of 12 separate species, C20H64N6O12 in total in a non-equilibrium geometry. The level of theory is the ωB97M-V functional and the def2-TZVPD basis.

Atoms and positions in Å:
N  -4.8918  2.5470  2.0665
C  -4.4799  1.3612  2.4573
N  -5.0666  0.9387  3.4944
O  -3.4284  0.7295  1.9270
H  -4.3309  3.1444  1.4657
H  -5.8253  2.8603  2.4004
H  -4.5844  0.2181  4.0663
H  -5.9162  1.3139  3.9608
N  -1.7398  0.1042  -0.2051
C  -0.5356  -0.0238  0.3535
N  0.4094  -0.0870  -0.5258
O  -0.3393  -0.0113  1.7676
H  -2.4893  0.3710  0.4135
H  -1.8581  0.2463  -1.2263
H  1.3262  -0.4675  -0.2334
H  0.2746  -0.3050  -1.5006
N  5.1608  -1.7410  -1.0189
C  4.0116  -2.0150  -1.4723
N  4.0290  -2.9386  -2.4076
O  2.8922  -1.4439  -0.9219
H  5.1291  -1.2558  -0.1319
H  6.0712  -2.0888  -1.2672
H  3.1767  -3.2704  -2.7797
H  4.8369  -3.4634  -2.6906
C  2.6916  2.0730  1.0530
C  3.3613  2.5689  -0.2825
C  3.5823  1.4468  -1.3362
O  2.7469  3.5056  -0.8069
H  2.3580  2.8535  1.6919
H  3.4210  1.3819  1.4490
H  1.7506  1.5375  0.9345
H  4.3401  2.9859  -0.0642
H  2.7441  0.8648  -1.5733
H  4.2937  0.7413  -0.9273
H  3.9646  1.8393  -2.2233
H  1.8064  3.2753  -1.0111
C  0.3683  -2.5452  3.8430
C  1.7925  -2.5636  3.3968
C  1.8821  -2.0575  1.9961
O  2.5618  -1.9368  4.1407
H  0.3400  -2.6208  4.8913
H  -0.1807  -3.3334  3.3434
H  -0.1099  -1.6330  3.5365
H  2.0714  -3.6000  3.3560
H  1.0267  -2.3270  1.3676
H  2.7196  -2.4794  1.4385
H  1.9724  -1.0056  1.8544
H  3.5009  -2.0847  3.8745
C  -2.3158  -2.8707  1.5070
C  -2.8392  -2.9155  0.0721
C  -4.2572  -2.3387  0.1257
O  -2.2063  -2.3910  -0.8223
H  -1.4652  -3.4810  1.6109
H  -3.0465  -3.2404  2.2012
H  -2.1057  -1.8797  1.7263
H  -2.9505  -3.9342  -0.2938
H  -4.2821  -1.4007  0.7309
H  -4.9508  -3.0744  0.6082
H  -4.5629  -2.1004  -0.8627
H  -1.8858  -1.4851  -0.5068
C  2.9433  -2.0095  -5.4960
C  2.5660  -0.7886  -4.5858
C  1.2744  -0.9565  -3.6400
O  3.5275  -0.4793  -3.8510
H  2.4518  -1.7517  -6.4629
H  2.6294  -2.9910  -5.2287
H  3.9895  -1.9754  -5.7887
H  2.3965  0.0665  -5.2426
H  1.0290  -0.0169  -3.1613
H  1.3984  -1.7534  -2.9775
H  0.4197  -1.2438  -4.3082
H  3.8161  -1.2849  -3.3708
C  -2.6445  0.8397  -3.4437
O  -1.5971  -0.0318  -3.0177
H  -2.6766  0.8842  -4.4984
H  -2.7367  1.7930  -2.9782
H  -3.5646  0.3553  -3.1722
H  -1.9335  -0.9182  -3.0686
C  1.7568  1.1018  4.2226
O  0.9874  0.2842  5.0665
H  2.3304  1.8265  4.8596
H  1.1740  1.6397  3.4905
H  2.4836  0.5088  3.6661
H  1.1001  -0.6448  4.7614
C  -0.3166  3.6038  2.3916
O  -1.3948  2.7368  2.0859
H  -0.7372  4.6261  2.4369
H  0.4432  3.5780  1.6660
H  0.1809  3.3339  3.3212
H  -1.1613  1.9066  2.3478
C  -4.4900  1.3901  -0.8045
O  -4.8185  2.2633  -1.8325
H  -3.6223  1.7355  -0.2765
H  -4.3347  0.3810  -1.1427
H  -5.2624  1.2664  -0.0828
H  -5.0638  3.0741  -1.3591
C  -0.6249  3.1488  -1.4435
O  0.5028  2.3784  -1.6954
H  -0.8253  3.9175  -2.1888
H  -0.6670  3.6810  -0.5275
H  -1.3877  2.4133  -1.5172
H  0.4889  1.6134  -1.1844

As for the SMILES: NC(N)=O.NC(N)=O.NC(N)=O.CC(C)O.CC(C)O.CC(C)O.CC(C)O.CO.CO.CO.CO.CO. As for the orbital gap: 8.38 eV. The energy above the lowest of the compared OMol25 structures with the same formula, charge and spin comes out at 1.936 eV. The net charge is 0. The LUMO energy comes out at 0.1 eV.

These are the Mulliken partial charges, in e, on atoms 1 to 8:
1. N -0.33
2. C 0.21
3. N -0.38
4. O -0.39
5. H 0.25
6. H 0.16
7. H 0.30
8. H 0.19

***

No. 3
This record from the Open Molecules 2025 dataset describes a structure of composition C5H8O. The level of theory is the ωB97M-V functional and the def2-TZVPD basis.

Atoms and positions in Å:
O  1.2878  -1.1392  1.0947
C  0.9145  -0.8210  -0.1876
C  -0.5625  -0.7916  -0.4930
C  -1.1682  0.4579  0.1376
C  -0.0863  1.5116  0.0325
C  1.1858  1.2849  -0.2649
H  0.7847  -0.5843  1.7075
H  1.4996  -1.4502  -0.8666
H  -0.6919  -0.7595  -1.5795
H  -1.0205  -1.7168  -0.1220
H  -2.0864  0.7686  -0.3740
H  -1.4474  0.2937  1.1885
H  -0.3618  2.5482  0.2290
H  1.7068  0.3010  -0.5705

As for the orbital gap: 9.24 eV. The energy above the lowest of the compared OMol25 structures with the same formula, charge and spin comes out at 4.381 eV. The net charge is 0. The LUMO energy comes out at 0.9 eV.

These are the natural (NBO) partial charges, in e, on atoms 1 to 8:
1. O -0.68
2. C 0.12
3. C -0.46
4. C -0.45
5. C -0.35
6. C -0.22
7. H 0.48
8. H 0.20

***

No. 4
This record from the Open Molecules 2025 dataset describes a structure of composition C30H24BaN12O3S2 in a non-equilibrium geometry. The level of theory is the ωB97M-V functional and the def2-TZVPD basis.

Atoms and positions in Å:
Ba  0.5760  0.3565  0.1081
N  0.5117  -7.8028  -2.4419
C  0.4294  -6.4372  -2.2473
C  -0.7267  -5.8676  -1.7025
C  -0.7816  -4.5147  -1.4367
C  0.3125  -3.7140  -1.7221
C  1.4603  -4.2582  -2.2746
C  1.5182  -5.6099  -2.5440
S  0.2795  -2.0185  -1.2339
O  -0.9625  -1.4121  -1.6503
O  1.4799  -1.3843  -1.7742
N  0.3683  -1.9034  0.3498
C  1.6336  -2.1804  0.7872
N  2.3340  -1.1618  1.3035
C  3.5305  -1.4271  1.8156
C  4.0919  -2.6875  1.7854
C  3.3362  -3.6589  1.1439
N  2.1306  -3.4237  0.6576
H  -0.3525  -8.3115  -2.5010
H  1.2338  -8.1308  -3.0586
H  -1.5749  -6.5056  -1.4840
H  -1.6668  -4.0641  -1.0045
H  2.2993  -3.6082  -2.4846
H  2.4142  -6.0409  -2.9755
H  4.0548  -0.5846  2.2561
H  5.0590  -2.9002  2.2152
H  3.7056  -4.6713  1.0045
N  -2.5137  2.9497  -2.9217
C  -3.2281  3.9892  -2.2960
C  -3.5993  5.1142  -3.0136
C  -4.3264  6.1269  -2.3994
C  -4.6520  6.0284  -1.0591
C  -4.2467  4.9164  -0.3286
C  -3.5555  3.8915  -0.9491
S  -3.0709  2.4449  -0.0408
N  -1.8118  1.8160  -0.9696
C  -1.7017  2.0852  -2.2082
C  -0.6451  1.4322  -3.0226
C  -0.9356  1.0008  -4.3121
C  0.0852  0.4586  -5.0763
C  1.3553  0.3868  -4.5346
C  1.5410  0.8215  -3.2318
N  0.5675  1.3263  -2.4828
H  -2.2136  3.1530  -3.8597
H  -3.3276  5.1874  -4.0611
H  -4.6307  6.9906  -2.9751
H  -5.2178  6.8101  -0.5703
H  -4.4793  4.8295  0.7257
H  -1.9437  1.0593  -4.7005
H  -0.1125  0.1002  -6.0778
H  2.1820  -0.0207  -5.0993
H  2.5179  0.7705  -2.7670
O  1.0701  2.4399  0.5908
N  1.0548  3.4179  1.4311
C  0.1263  3.4309  2.3499
C  -0.8814  2.4254  2.5077
N  -1.6988  1.6255  2.6349
C  0.1268  4.4999  3.2958
N  0.0956  5.3385  4.0824
N  0.8443  0.6880  7.4947
C  0.8701  0.5880  6.1287
C  1.7012  1.4030  5.3542
C  1.7103  1.2385  3.9839
N  0.9584  0.3514  3.3330
C  0.1785  -0.4339  4.0747
C  0.1048  -0.3662  5.4506
H  1.2220  1.5175  7.9157
H  0.0961  0.2430  7.9936
H  2.3179  2.1633  5.8176
H  2.3517  1.8613  3.3682
H  -0.4271  -1.1512  3.5299
H  -0.5527  -1.0265  6.0028

As for the orbital gap: 7.69 eV. The net charge is 0. The LUMO energy comes out at 0.3 eV.

These are the Mulliken partial charges, in e, on atoms 1 to 8:
1. Ba 2.22
2. N -0.54
3. C 1.10
4. C -0.85
5. C -0.70
6. C -0.27
7. C -0.20
8. C -0.85

***

No. 5
This record from the Open Molecules 2025 dataset describes an isolated molecule of CH4N2O2S in a non-equilibrium geometry. The level of theory is the ωB97M-V functional and the def2-TZVPD basis.

Atoms and positions in Å:
O  -0.1839  2.0032  -0.0753
C  0.0732  0.8212  -0.0828
N  1.3602  0.3843  -0.2499
O  1.6216  -0.9053  -0.0071
N  -0.7893  -0.2103  -0.0568
S  -2.4838  -0.0746  -0.2434
H  2.0498  0.9347  0.2198
H  1.7520  -1.3023  -0.9852
H  -0.3547  -1.1197  0.3357
H  -3.0451  -0.5312  1.1450

As for the SMILES: O=C(NO)NS. As for the orbital gap: 9.54 eV. The energy above the lowest of the compared OMol25 structures with the same formula, charge and spin comes out at 2.159 eV. The net charge is 0. The LUMO energy comes out at 0.3 eV.

These are the natural (NBO) partial charges, in e, on atoms 1 to 8:
1. O -0.61
2. C 0.73
3. N -0.35
4. O -0.56
5. N -0.81
6. S 0.20
7. H 0.37
8. H 0.48

***

Quick rundown of E, same order as above: -4771.4370 -2031.5359 -270.3969 -2862.2622 -698.5960 Eh